(1)
This record from the Open Molecules 2025 dataset describes C24H37NdO2Si as an isolated structure in a non-equilibrium geometry. The level of theory is ωB97M-V with the def2-TZVPD basis set.

The expectation value of S² is 3.754. Its spin multiplicity is 4. The HOMO energy (spin up / spin down) is -7.771 / -7.845 eV. The electronic energy is -1937.98740 Ha.

Last column: Löwdin spin population.
Geometry (Å):
O 0.28128 -0.14252 -4.62641  0.000
C 0.20974 1.10389 -5.49598  0.000
C 0.11522 0.34540 -6.78616  0.000
H 1.12975 1.69476 -5.40460  0.000
H -0.70475 1.65925 -5.26370  0.000
C 0.19519 -0.91258 -5.84276  0.000
H 0.99517 0.47437 -7.41919  0.000
H -0.81196 0.55097 -7.33193  0.000
C 1.46555 -1.67748 -6.11426  0.000
H 2.31511 -1.00129 -5.96836  0.000
H 1.46067 -1.96370 -7.17097  0.000
H 1.50670 -2.59635 -5.51474  0.000
C -1.03687 -1.79351 -5.88577  0.000
H -1.94940 -1.26544 -5.56989  0.000
H -0.87364 -2.70081 -5.28816  0.000
H -1.19705 -2.11638 -6.92022  0.000
Nd -0.13751 -0.39739 0.96670  3.049
C -2.22123 -1.01935 2.49948  -0.006
C -2.10199 0.39452 2.61398  -0.001
C -2.48498 0.97354 1.36986  -0.002
H -1.67724 0.92587 3.46538  0.000
C -2.85099 -0.09681 0.48185  -0.005
C -2.69706 -1.32537 1.18538  -0.005
H -2.98577 -2.30489 0.80404  0.000
H -2.03460 -1.73741 3.29309  0.000
H -2.58418 2.04175 1.16876  0.000
H -3.28367 0.01083 -0.51193  0.000
C 0.79327 -2.36190 2.51017  -0.003
C -0.03149 -3.02158 1.54158  -0.005
C 0.59734 -2.90210 0.25666  -0.006
H -0.95342 -3.56667 1.75246  0.000
C 1.81114 -2.14917 0.43485  -0.007
C 1.93541 -1.83214 1.82991  -0.002
H 2.73178 -1.24238 2.29422  0.000
H 0.57168 -2.25038 3.57912  0.000
H 0.22906 -3.33300 -0.68251  0.000
H 2.51858 -1.87137 -0.35135  0.000
O 0.64343 0.58928 -1.35185  -0.003
C -0.49027 -0.07045 -2.02465  -0.001
C -1.51202 1.01818 -2.30493  0.000
H -0.86839 -0.95796 -1.46686  0.000
H -0.09298 -0.40736 -2.98134  0.000
C -0.58322 2.21674 -2.57833  0.000
H -2.11289 1.21845 -1.40649  0.000
H -2.19625 0.79347 -3.12687  0.000
C 0.52554 2.07023 -1.53557  0.001
H -1.10100 3.18366 -2.58724  0.000
H -0.11060 2.11378 -3.56978  0.000
H 0.22503 2.52676 -0.56230  0.000
H 1.52098 2.39019 -1.86424  0.000
C 2.68721 0.44562 6.52966  0.000
Si 1.15370 1.36719 5.95947  0.001
C -0.33377 0.69576 6.89360  0.000
C 1.35716 3.18135 6.40457  0.000
C 0.93212 1.09635 4.15284  0.002
C 0.82548 0.87141 2.93267  -0.010
H 2.78844 0.39911 7.62377  0.000
H 3.58347 0.93596 6.12624  0.000
H 2.65283 -0.57927 6.13610  0.000
H -0.12236 0.54828 7.96288  0.000
H -1.19724 1.37041 6.81665  0.000
H -0.62550 -0.27286 6.46700  0.000
H 2.21875 3.59167 5.85918  0.000
H 0.46000 3.74650 6.11312  0.000
H 1.52745 3.32436 7.48402  0.000



(2)
This record from the Open Molecules 2025 dataset describes a 3-piece molecular cluster, C24H38BF2N3O5PS overall in a non-equilibrium geometry. The level of theory is ωB97M-V with the def2-TZVPD basis set.

Its net charge is -1. Its spin multiplicity is 1. The HOMO energy is -4.396 eV. The electronic energy is -2441.93897 Ha.

Last column: Mulliken charge in e.
Geometry (Å):
C -1.59689 -1.86942 -2.72932  -1.567
C -1.17647 -1.93193 -1.25356  0.966
O -0.55366 -3.20818 -0.99862  -0.641
C -0.21150 -0.81542 -0.84804  -1.369
C -0.81651 0.44846 -0.20433  1.886
C -1.68514 1.31752 -1.13697  -0.865
C -3.14946 0.91941 -1.42375  -0.697
C -4.10987 0.85750 -0.22352  -0.459
C -4.50874 -0.53286 0.29581  -0.544
N -4.67405 -1.54564 -0.75821  -0.456
O -1.46135 0.06420 0.98835  -0.508
B -0.98980 0.94505 2.07816  1.209
C -1.78153 2.38493 2.22751  -0.750
O -0.89336 3.51433 2.46356  -0.232
N -0.44725 3.56227 3.75252  0.172
O 0.46323 4.30557 3.85790  -0.458
P -1.14128 -0.22046 3.69569  0.276
S -1.66880 0.47772 5.47593  -0.509
O 0.41008 1.18201 1.71312  -0.729
C 0.39405 1.36017 0.31594  -0.261
C 1.80160 1.08067 -0.18738  -1.030
C 2.04818 1.44623 -1.66205  -0.752
N 3.08417 0.64279 -2.32806  -0.478
H -1.38114 -0.88705 -3.15697  0.335
H -2.67506 -2.00696 -2.83122  0.231
H -1.08219 -2.63754 -3.31146  0.447
H -2.04953 -1.90854 -0.60591  -0.383
H 0.03599 -3.38885 -1.73120  0.413
H 0.44903 -1.24603 -0.09271  0.457
H 0.39420 -0.55237 -1.72332  0.033
H -1.67471 2.35285 -0.78842  0.670
H -1.16727 1.32100 -2.10739  0.064
H -3.52479 1.69508 -2.10116  0.467
H -3.19933 -0.01044 -1.98156  0.154
H -5.03226 1.39309 -0.47927  0.559
H -3.67871 1.39998 0.61733  -0.261
H -5.45776 -0.41277 0.83487  0.515
H -3.78386 -0.88572 1.02852  0.061
H -5.62812 -1.60142 -1.08105  0.203
H -4.38635 -2.45823 -0.44152  0.193
H -2.27119 2.67512 1.29534  0.124
H -2.56107 2.38423 2.99966  0.352
H -2.04234 -1.23021 3.30522  -0.056
H 0.06230 -0.95661 3.73363  -0.048
H 0.19905 2.42670 0.11421  0.246
H 2.45052 1.71611 0.42531  0.498
H 2.10787 0.05158 0.02050  0.339
H 2.38820 2.48446 -1.69500  0.419
H 1.12686 1.36658 -2.24080  0.196
H 2.72989 -0.29454 -2.48314  0.233
H 3.87122 0.55368 -1.69489  0.233
F 1.90435 2.35821 -5.05535  -0.248
C 3.07575 2.39655 -5.72174  0.268
C 3.12967 3.10844 -6.90431  -0.621
C 4.33137 3.15355 -7.59672  -0.272
C 5.44670 2.48985 -7.10582  -0.605
C 5.35692 1.78088 -5.91473  -0.354
C 4.16652 1.72724 -5.20137  -0.168
H 2.24448 3.61292 -7.26727  0.409
H 4.39359 3.71066 -8.52270  0.345
H 6.38165 2.52580 -7.64946  0.370
H 6.22551 1.26054 -5.53109  0.354
H 4.06845 1.19012 -4.26289  0.610
F -1.67931 -2.76402 5.75851  -0.305
C -0.52083 -3.26060 6.20428  0.398
C 0.39846 -3.73514 5.28804  -0.333
C 1.59986 -4.24525 5.75761  -0.393
C 1.86611 -4.27980 7.11967  -0.511
C 0.92417 -3.79562 8.01767  -0.256
C -0.27965 -3.27701 7.56458  -0.561
H 0.16796 -3.69625 4.23195  0.520
H 2.33327 -4.61385 5.05205  0.342
H 2.80588 -4.67779 7.47938  0.362
H 1.12812 -3.81696 9.08062  0.340
H -1.02407 -2.88061 8.24078  0.413



(3)
This record from the Open Molecules 2025 dataset describes C24H38Cl4EuN5O2S as an isolated structure in a non-equilibrium geometry. The level of theory is ωB97M-V with the def2-TZVPD basis set.

The expectation value of S² is 15.760. Its energy above the lowest of the compared OMol25 structures with the same formula, charge and spin is 17.3 kcal per mole. Its net charge is +1. Its spin multiplicity is 8. The HOMO energy (spin up / spin down) is -8.593 / -9.458 eV. The electronic energy is -4310.82626 Ha.

Last column: Löwdin spin population.
Geometry (Å):
Eu -0.63870 -0.58192 -0.11125  7.019
N 2.56413 1.98492 0.03094  0.000
C 3.71215 1.26107 0.66327  0.000
C 4.35228 0.36652 -0.39539  0.000
C 3.59610 -0.94894 -0.59224  0.000
N 2.21775 -0.73317 -1.08673  0.000
C 3.56683 -1.70125 0.73522  0.000
C 2.82172 -0.94421 1.83379  0.000
N 1.35319 -1.09943 1.67094  -0.003
C 3.26332 0.52831 1.93641  0.000
H 2.76707 2.97190 -0.12999  0.000
H 1.64607 1.90049 0.59237  0.000
H 2.34384 1.50954 -0.85085  0.000
H 4.44154 2.01728 0.96447  0.000
H 5.37005 0.12093 -0.08795  0.000
H 4.43582 0.91162 -1.33972  0.000
H 4.16878 -1.55277 -1.31111  0.000
H 1.80066 -1.66787 -1.16573  0.000
H 2.27726 -0.42400 -2.05931  0.000
H 4.59416 -1.86150 1.06076  0.000
H 3.11175 -2.68238 0.59717  0.000
H 3.10461 -1.40550 2.79231  0.000
H 0.92869 -0.62897 2.47725  0.000
H 1.18615 -2.09742 1.83523  0.000
H 4.10541 0.55327 2.62804  0.000
H 2.45942 1.10160 2.40379  0.000
Cl -0.21396 -3.42410 0.12960  0.000
C -0.36437 -4.25437 -1.40544  0.001
C -0.35634 -5.63735 -1.41450  0.000
C -0.51558 -6.29655 -2.62184  0.000
C -0.70789 -5.57085 -3.78774  0.000
C -0.70179 -4.18915 -3.76138  0.000
Cl -0.94094 -3.30856 -5.21844  0.000
C -0.50516 -3.48390 -2.55958  0.000
S -0.39240 -1.75419 -2.59001  -0.007
H -0.22495 -6.18732 -0.49516  0.000
H -0.49566 -7.37409 -2.65264  0.000
H -0.86140 -6.07707 -4.72737  0.000
N -3.17216 -1.17674 -0.74160  -0.005
C -3.58873 -0.34597 -1.90203  0.001
C -3.30343 1.13502 -1.60568  0.001
C -2.67439 1.90829 -2.76491  0.000
C -1.29725 1.39828 -3.17585  0.000
N -0.34030 1.39453 -2.03650  -0.004
H -3.30151 -2.16028 -1.00164  0.001
H -3.85293 -1.00297 0.00711  0.000
H -4.65239 -0.48155 -2.12371  0.000
H -3.02097 -0.69082 -2.76997  0.000
H -2.61824 1.19309 -0.74862  0.000
H -4.22427 1.64097 -1.31139  0.000
H -2.58878 2.95718 -2.47060  0.000
H -3.32777 1.86260 -3.63444  0.000
H -0.92187 2.03246 -3.98839  0.000
H -1.34770 0.37575 -3.55259  0.000
H -0.29106 2.35439 -1.68799  0.000
H 0.56780 1.17577 -2.44905  0.000
Cl -0.61348 0.11484 4.09098  0.000
C -2.04846 -0.86593 3.77406  0.001
Cl -1.81389 -1.83193 2.31548  0.001
H -2.88782 -0.18972 3.61343  0.000
H -2.20034 -1.53994 4.61743  0.000
O -1.83837 0.90666 1.30481  -0.007
C -0.88719 1.70715 1.44366  0.003
O 0.22248 1.42426 0.85919  -0.007
C -1.02195 2.94470 2.22933  0.000
C -2.29120 3.35599 2.63778  0.001
C -2.44626 4.51891 3.36845  0.000
C -1.33778 5.28580 3.69460  0.001
C -0.07122 4.88011 3.30203  0.000
C 0.08843 3.71613 2.57623  0.001
H -3.14408 2.75785 2.36051  0.000
H -3.43187 4.83422 3.67213  0.000
H -1.45971 6.19482 4.26095  0.000
H 0.78860 5.47801 3.55811  0.000
H 1.08044 3.39749 2.29154  0.000



(4)
This record from the Open Molecules 2025 dataset describes C24H38N4O5PTb as an isolated structure in a non-equilibrium geometry. The level of theory is ωB97M-V with the def2-TZVPD basis set.

The expectation value of S² is 12.679. Its energy above the lowest of the compared OMol25 structures with the same formula, charge and spin is 4.2 kcal per mole. Its spin multiplicity is 7. The HOMO energy (spin up / spin down) is -8.371 / -8.112 eV. The electronic energy is -2698.50884 Ha.

Last column: Löwdin spin population.
Geometry (Å):
Tb -0.76887 -0.58446 0.19333  6.115
O -0.56622 0.17321 2.82584  -0.008
C -1.65898 0.92173 3.35416  -0.001
C -2.97426 0.25174 2.97645  -0.001
N -3.04491 -0.01810 1.53701  -0.010
C -3.74658 -1.27688 1.28103  0.000
C -2.81137 -2.46284 1.65539  -0.001
O -3.28556 -3.57277 1.81540  -0.001
O -1.55929 -2.14891 1.74044  -0.015
C -3.51110 1.15366 0.79434  0.000
C -2.33361 2.13521 0.60537  0.000
O -2.49400 3.33003 0.77630  0.001
O -1.23320 1.54841 0.26968  -0.016
H -0.81499 -0.76213 2.92264  -0.001
H -1.59401 1.92849 2.94472  0.000
H -1.57996 0.98499 4.44320  0.000
H -3.81568 0.87382 3.30315  0.000
H -3.03752 -0.69974 3.50874  0.000
H -3.96883 -1.36171 0.21395  0.000
H -4.68558 -1.37248 1.83376  0.000
H -4.34145 1.66782 1.28649  0.000
H -3.81833 0.84496 -0.20710  0.000
N -0.62808 -3.24389 -0.64497  -0.008
C 0.36743 -3.67703 -1.62770  0.000
C 0.92337 -2.46351 -2.37261  0.000
N 1.33266 -1.38623 -1.46266  -0.010
C 2.59274 -1.61475 -0.74872  -0.001
C 2.38156 -2.30590 0.60138  -0.001
N 1.36111 -1.59885 1.38133  -0.010
H -1.54634 -3.23685 -1.07576  0.000
H -0.69529 -3.87711 0.14337  0.000
H 1.17519 -4.20298 -1.12030  0.000
H -0.04194 -4.37211 -2.36604  0.000
H 1.75749 -2.78839 -3.00817  0.000
H 0.13596 -2.06309 -3.01224  0.000
H 1.43416 -0.54861 -2.02540  0.000
H 3.29287 -2.20954 -1.34831  0.000
H 3.05197 -0.64260 -0.56132  0.000
H 2.04207 -3.32791 0.45230  0.000
H 3.34573 -2.35873 1.11713  0.000
H 0.96678 -2.21434 2.08602  0.000
H 1.76432 -0.80827 1.86675  0.000
C 1.28359 2.56537 -1.22814  0.000
P 1.36190 1.82843 0.46824  -0.009
C 0.83702 3.26432 1.49657  -0.001
C 3.20224 2.02888 0.73472  -0.002
C 3.92054 1.05581 1.42574  0.000
C 5.28347 1.18116 1.66221  0.000
C 5.96213 2.29811 1.20434  0.000
C 5.26499 3.28265 0.51663  0.000
C 3.90530 3.14823 0.28724  0.000
H 1.39493 3.64813 -1.18769  0.000
H 0.31973 2.33368 -1.67469  0.000
H 2.07486 2.14288 -1.84913  0.000
H 1.55785 4.07489 1.40968  0.000
H 0.77968 2.95083 2.54064  0.000
H -0.14837 3.59725 1.17662  0.000
H 3.40893 0.18051 1.80421  0.000
H 5.81142 0.40668 2.20484  0.000
H 7.02428 2.40223 1.38372  0.000
H 5.78703 4.16311 0.16275  0.000
H 3.39061 3.93291 -0.25422  0.000
C -3.17978 -0.10827 -4.57796  0.000
C -3.25041 -1.34862 -3.96258  0.000
C -2.67170 -1.54194 -2.71412  0.000
C -1.98967 -0.54413 -1.98924  -0.019
C -1.97547 0.70131 -2.65734  0.000
C -2.53950 0.92312 -3.90836  0.000
H -3.62406 0.05642 -5.55161  0.000
H -3.75990 -2.16999 -4.45422  0.000
H -2.79310 -2.54070 -2.29113  0.000
H -1.52280 1.56218 -2.17433  0.000
H -2.48519 1.91119 -4.35175  0.000